{
  "formula": "C21H56BCuF4O21S7",
  "method": "ωB97M-V/def2-TZVPD",
  "symbols": ["Cu", "B", "F", "F", "F", "F", "O", "S", "O", "O", "C", "C", "C", "H", "H", "H", "H", "H", "H", "H", "H", "O", "S", "O", "O", "C", "C", "C", "H", "H", "H", "H", "H", "H", "H", "H", "O", "S", "O", "O", "C", "C", "C", "H", "H", "H", "H", "H", "H", "H", "H", "O", "S", "O", "O", "C", "C", "C", "H", "H", "H", "H", "H", "H", "H", "H", "O", "S", "O", "O", "C", "C", "C", "H", "H", "H", "H", "H", "H", "H", "H", "O", "S", "O", "O", "C", "C", "C", "H", "H", "H", "H", "H", "H", "H", "H", "O", "S", "O", "O", "C", "C", "C", "H", "H", "H", "H", "H", "H", "H", "H"],
  "positions_angstrom": [[0.049, -0.546, -0.590], [-0.114, -4.888, -1.493], [-1.168, -4.221, -0.860], [-0.610, -5.795, -2.342], [0.617, -3.878, -2.058], [0.678, -5.465, -0.518], [2.178, 4.687, 3.508], [1.794, 3.322, 3.957], [1.597, 2.305, 2.942], [2.956, 2.770, 4.955], [3.925, 3.727, 5.398], [4.787, 2.991, 6.390], [0.386, 3.395, 5.194], [3.495, 4.567, 5.942], [4.520, 4.112, 4.570], [5.617, 3.530, 6.849], [5.348, 2.215, 5.869], [4.220, 2.361, 7.075], [-0.497, 3.890, 4.790], [0.784, 4.010, 6.001], [0.132, 2.391, 5.535], [2.307, 0.618, -7.280], [3.348, 0.463, -6.240], [2.897, 0.282, -4.856], [4.397, -0.740, -6.676], [4.728, -0.872, -8.064], [5.890, -1.822, -7.951], [4.613, 1.833, -6.306], [5.010, 0.033, -8.601], [3.957, -1.397, -8.627], [5.503, -2.832, -7.812], [6.539, -1.507, -7.134], [6.467, -1.789, -8.875], [4.794, 2.135, -7.338], [5.551, 1.536, -5.837], [4.159, 2.668, -5.773], [-5.442, -0.528, 3.846], [-5.469, -0.971, 2.481], [-4.337, -0.666, 1.569], [-5.773, -2.649, 2.398], [-6.647, -3.256, 3.328], [-7.107, -4.643, 2.773], [-7.035, -0.404, 1.592], [-7.512, -2.613, 3.488], [-6.134, -3.450, 4.270], [-6.238, -5.286, 2.637], [-7.707, -4.575, 1.866], [-7.831, -5.106, 3.443], [-6.896, -0.621, 0.533], [-7.168, 0.654, 1.818], [-7.875, -0.987, 1.971], [-3.379, 5.725, -0.251], [-2.827, 5.452, -1.554], [-2.032, 4.253, -1.817], [-4.141, 5.346, -2.514], [-4.910, 6.533, -2.731], [-6.389, 6.111, -2.887], [-1.889, 6.862, -2.275], [-4.582, 7.263, -3.472], [-4.833, 7.207, -1.878], [-6.520, 5.223, -3.505], [-7.030, 6.904, -3.271], [-6.813, 5.764, -1.945], [-2.571, 7.710, -2.230], [-1.501, 6.661, -3.274], [-1.095, 7.077, -1.560], [-3.453, -1.053, -3.713], [-4.371, -1.340, -4.832], [-4.057, -2.362, -5.849], [-5.875, -1.742, -4.257], [-6.057, -3.030, -3.861], [-7.626, -3.179, -3.993], [-4.723, 0.240, -5.736], [-5.672, -3.290, -2.875], [-5.639, -3.743, -4.571], [-7.938, -4.150, -3.609], [-7.821, -3.104, -5.063], [-8.211, -2.344, -3.609], [-5.091, 1.049, -5.104], [-5.509, 0.061, -6.469], [-3.808, 0.621, -6.190], [7.226, 0.436, 0.234], [6.651, -0.864, 0.111], [5.204, -0.980, -0.081], [7.504, -1.734, -1.028], [8.914, -1.570, -1.048], [9.285, -0.430, -1.942], [7.096, -1.879, 1.661], [9.384, -2.532, -1.252], [9.308, -1.276, -0.075], [10.329, -0.158, -1.787], [8.643, 0.445, -1.842], [9.134, -0.641, -3.001], [8.120, -1.582, 1.887], [6.990, -2.927, 1.382], [6.409, -1.500, 2.418], [0.323, -2.336, 4.283], [0.877, -3.040, 5.491], [2.077, -3.866, 5.344], [1.194, -1.892, 6.604], [1.925, -2.179, 7.776], [1.684, -1.234, 8.898], [-0.572, -3.801, 6.342], [2.988, -2.157, 7.536], [1.779, -3.183, 8.173], [2.231, -1.547, 9.787], [0.633, -1.273, 9.185], [1.916, -0.188, 8.696], [-0.304, -4.339, 7.252], [-0.976, -4.475, 5.587], [-1.291, -3.006, 6.541]],
  "forces_ev_per_angstrom": [[-0.001, 0.041, 0.005], [-0.212, -0.432, -1.114], [-0.471, 0.305, 1.054], [-0.025, -0.386, -0.413], [0.573, 0.741, -0.453], [0.114, -0.150, 0.969], [-1.094, -2.820, 1.255], [0.450, 1.589, -0.722], [-0.151, 0.819, 1.309], [-1.077, 0.412, -0.929], [0.894, 0.500, 1.075], [1.040, -1.727, -0.577], [0.958, 0.201, -0.771], [-0.571, 0.081, -0.402], [-0.225, -0.078, -0.059], [-0.634, 0.578, 0.278], [0.028, -0.148, -0.488], [-0.221, 0.693, 0.457], [0.272, -0.071, -0.373], [0.005, -0.138, 0.015], [0.285, 0.037, -0.153], [2.363, -0.208, 1.892], [-0.588, 0.314, -0.722], [1.250, -0.067, -2.232], [-2.180, 1.551, 1.072], [0.492, -1.216, -0.273], [0.519, -0.044, -0.770], [-1.170, -0.212, 0.089], [-0.212, 0.378, 0.527], [-0.438, 0.475, 0.194], [0.307, 0.027, 0.238], [0.008, -0.231, -0.029], [0.079, -0.202, -0.037], [-0.200, -0.252, 0.006], [-0.341, -0.270, 0.103], [0.064, -0.047, 0.009], [-0.087, -0.430, -0.532], [-0.129, -0.575, -2.652], [-2.358, -1.183, 2.135], [1.522, 2.277, -0.736], [-0.957, -1.242, 0.155], [-0.104, 0.930, 0.115], [1.140, -0.551, 0.907], [-0.063, -0.005, 0.227], [0.015, 0.352, 0.069], [-0.187, -0.043, -0.086], [0.491, 0.300, -0.360], [0.384, 0.012, 0.532], [0.174, 0.169, 0.176], [0.113, -0.109, -0.135], [0.132, 0.089, 0.137], [1.067, 0.218, -0.626], [0.175, -1.125, -1.083], [-1.343, 1.616, 0.549], [1.387, 0.249, -0.541], [-1.686, 0.816, 1.050], [0.261, -0.391, 0.148], [-0.863, -0.206, 1.228], [0.437, -1.018, -1.077], [-0.160, -0.421, 0.739], [0.366, 0.209, -0.493], [0.233, 0.079, -0.023], [0.230, 0.354, 0.302], [0.098, 0.028, -0.284], [-0.273, -0.252, 0.220], [0.094, -0.218, -0.099], [-1.626, -0.710, -1.884], [0.553, -0.294, -0.658], [-0.177, 1.841, 2.034], [2.644, 3.654, -0.999], [-2.720, -2.682, 0.155], [1.167, -0.201, -0.354], [-0.552, -0.374, 0.618], [0.015, 0.468, 0.205], [0.238, 0.069, -0.064], [-0.234, 0.170, -0.017], [-0.046, -0.440, -0.099], [0.338, -0.134, 0.709], [0.079, -0.412, 0.551], [0.311, -0.342, -0.093], [0.100, -0.608, -0.012], [0.130, 0.105, -0.159], [-0.538, -1.954, 1.241], [2.446, -0.268, -0.486], [-2.324, 0.328, 1.011], [0.660, 1.018, 0.788], [0.184, 0.329, -1.508], [-0.269, 1.445, -1.816], [-0.301, 0.029, -0.450], [-0.315, -0.198, 0.448], [-0.034, 0.109, -0.060], [0.156, -0.049, 0.808], [0.286, -0.505, -0.122], [-0.094, -0.251, 0.075], [-0.093, 0.180, 0.279], [0.029, -0.324, -0.051], [1.516, -1.834, 3.425], [-0.181, 1.609, -1.474], [-2.207, 0.838, 0.414], [-1.047, 0.066, -1.342], [2.029, -0.982, 0.462], [-1.129, 0.737, 0.513], [0.745, -0.135, -0.977], [0.088, 0.015, -0.280], [-0.500, -0.275, -0.377], [0.223, -0.069, -0.180], [-0.151, 0.102, 0.037], [0.153, -0.100, -0.210], [0.221, 0.109, -0.180], [-0.063, -0.114, 0.191], [0.293, 0.064, -0.098]],
  "energy_ha": -7265.3665,
  "charge": 1,
  "multiplicity": 2,
  "e_homo_ev": [-12.52, -12.52],
  "lumo_ev": [-5.73, -9.96]
}